No. 1
This record from OMol25 describes a structure of composition C8H22KN2O10S2 at a distorted geometry. The level of theory is wB97M-V/def2-TZVPD.

```
45
Properties=species:S:1:pos:R:3:forces:R:3
K -1.440 -2.099 -0.604 0.84 -1.60 -0.61
S -1.109 -5.422 -1.835 3.92 2.40 0.98
O -0.903 -4.282 -2.724 -2.09 1.91 -2.95
O 0.296 -5.761 -1.570 0.13 -2.47 0.93
O -1.736 -4.847 -0.630 -1.71 0.13 1.90
O -1.896 -6.510 -2.358 -1.68 -2.01 -1.13
S 1.843 -2.723 -0.184 0.24 -5.04 -4.63
O 1.206 -2.788 -1.530 0.25 1.93 0.12
O 2.673 -3.908 -0.048 1.83 -0.62 0.62
O 2.615 -1.533 0.011 1.71 4.12 0.86
O 0.777 -2.850 0.768 -3.18 1.07 3.81
C -0.592 -0.890 3.323 1.32 -1.51 1.77
C 0.077 0.083 2.440 -1.02 1.67 -1.00
C 1.534 0.467 2.718 0.59 -0.48 1.16
O 1.817 1.754 2.208 1.03 2.51 0.52
C 2.875 2.515 2.887 -1.72 -0.45 -0.43
N -0.089 -0.313 1.077 -0.16 1.13 -0.10
H -1.643 -1.134 3.168 0.11 0.43 -0.48
H -0.457 -0.507 4.334 -0.29 -0.12 0.47
H -0.022 -1.818 3.275 -0.20 -0.42 -0.01
H -0.573 0.949 2.566 0.46 1.09 0.17
H 2.300 -0.172 2.277 -0.53 -0.85 -0.26
H 1.713 0.456 3.793 -0.01 0.16 0.53
H 2.702 2.575 3.962 0.08 -0.80 0.38
H 2.773 3.575 2.654 -0.13 -0.04 -0.85
H 3.895 2.208 2.658 -0.08 -0.40 -0.05
H 0.425 -1.183 1.078 0.28 -1.68 -0.93
H 0.540 0.310 0.591 0.10 -0.04 -0.61
C -2.047 1.173 -3.237 1.00 0.33 -0.88
C -0.862 1.325 -2.268 -0.94 0.25 0.13
C -1.360 1.888 -0.964 -0.77 -0.56 1.09
O -2.011 3.149 -1.087 0.00 -0.11 -0.70
C -1.205 4.174 -1.586 -0.07 0.84 0.81
N -0.207 0.081 -2.032 0.21 -0.61 0.37
H -2.604 2.102 -3.351 0.00 0.07 0.07
H -2.749 0.362 -3.039 0.25 -0.03 0.62
H -1.611 0.922 -4.204 -0.13 0.02 -0.31
H -0.055 1.986 -2.586 -0.50 0.90 -0.87
H -0.607 1.814 -0.179 0.61 0.92 -0.09
H -2.121 1.287 -0.466 -0.25 -0.48 -0.58
H -0.730 4.092 -2.563 0.02 -0.77 -0.09
H -0.457 4.360 -0.816 0.54 0.36 -0.18
H -1.834 5.059 -1.681 -0.15 0.13 0.22
H 0.310 -0.217 -2.847 -0.20 -0.58 -0.28
H 0.549 0.295 -1.397 0.28 -0.68 0.50
```
Positions in Å, forces in eV/Å.

ΔE to the lowest compared entry with this formula, charge and spin, kcal/mol: 52.6
Charge: -3
Maximum force, eV/Å: 6.8
Kohn-Sham gap, hartree: 0.0655

No. 2
This record from OMol25 describes a structure of composition C8H22LiN3O5 at a distorted geometry. The level of theory is wB97M-V/def2-TZVPD.

```
39
Properties=species:S:1:pos:R:3:forces:R:3
Li 17.958 12.973 -14.490 -0.72 0.51 -0.15
N 16.361 15.729 -15.041 -0.87 -0.97 -0.58
O 15.422 16.125 -14.328 0.93 -0.10 -0.19
O 17.111 14.772 -14.619 0.07 0.57 0.11
O 16.510 16.132 -16.207 0.28 0.05 0.68
C 18.020 10.429 -11.083 0.48 -0.57 0.74
C 17.723 11.069 -12.411 0.12 0.17 0.01
C 16.327 11.640 -12.471 -0.37 -0.47 -0.19
O 16.186 12.158 -13.768 -0.16 0.06 -0.07
C 14.906 12.711 -13.990 -0.32 0.46 0.00
N 18.662 12.155 -12.764 0.07 -0.50 0.06
H 17.594 9.427 -10.973 -0.36 0.24 -0.05
H 17.688 11.056 -10.252 -0.03 -0.06 0.00
H 19.094 10.254 -10.946 -0.05 0.23 -0.15
H 17.772 10.304 -13.189 0.14 0.14 -0.16
H 16.127 12.410 -11.714 0.25 0.08 -0.02
H 15.590 10.836 -12.311 0.07 0.06 0.07
H 14.650 13.434 -13.209 0.01 -0.15 0.04
H 14.153 11.916 -14.044 0.00 0.06 0.05
H 14.919 13.288 -14.912 0.14 -0.18 -0.10
H 18.906 12.680 -11.931 -0.02 0.09 -0.10
H 19.517 11.753 -13.134 0.07 0.04 0.22
C 20.579 13.336 -17.786 0.74 0.38 0.17
C 19.388 13.230 -16.848 -0.02 -0.29 -0.63
C 18.636 11.964 -17.165 0.38 -0.83 -0.42
O 17.547 11.792 -16.286 0.25 0.50 -0.07
C 16.427 11.186 -16.891 0.33 -0.69 0.02
N 19.766 13.257 -15.431 0.43 0.76 0.05
H 20.330 13.540 -18.827 -0.21 -0.16 0.03
H 21.203 12.435 -17.735 -0.18 -0.03 -0.09
H 21.238 14.153 -17.468 -0.18 0.02 -0.03
H 18.667 14.023 -17.057 0.18 0.33 0.43
H 19.297 11.076 -17.129 -0.05 0.17 0.23
H 18.330 12.017 -18.220 -0.30 0.09 0.18
H 16.208 11.641 -17.859 -0.22 0.21 0.11
H 15.608 11.265 -16.188 -0.22 0.10 -0.07
H 16.633 10.119 -17.070 -0.09 0.10 0.01
H 20.017 14.224 -15.210 -0.34 -0.15 0.10
H 20.645 12.763 -15.277 -0.22 -0.25 -0.24
```
Positions in Å, forces in eV/Å.

ΔE to the lowest compared entry with this formula, charge and spin, kcal/mol: 0.0
Charge: 0
Maximum force, eV/Å: 1.4
Kohn-Sham gap, hartree: 0.2910

No. 3
This record from OMol25 describes the ion C8H22N4 with charge +2 at a distorted geometry. The level of theory is wB97M-V/def2-TZVPD.

```
34
Properties=species:S:1:pos:R:3:forces:R:3
C -1.553 -0.631 -0.377 4.27 8.48 -2.39
C 3.915 -1.310 -0.049 3.23 2.26 -0.08
C -2.425 -2.594 0.824 2.88 0.52 1.91
C -1.226 3.078 0.189 2.42 -1.17 -2.98
C 2.987 -0.275 0.522 -0.71 -2.05 1.99
C 1.614 -0.492 -0.122 0.25 0.31 4.32
C 0.702 0.568 0.494 0.41 1.27 3.85
C -0.563 0.759 -0.262 -2.25 -2.55 0.96
N -2.367 -0.622 -1.392 -2.49 -0.90 -4.41
N -0.292 1.406 -1.424 0.22 -0.44 -1.08
N -1.500 -1.535 0.533 1.26 -4.11 5.12
N -1.524 1.671 0.449 1.10 -0.54 2.48
H 3.569 -2.247 0.181 -0.89 -2.49 0.17
H 3.992 -1.118 -1.125 -0.01 -0.49 0.02
H 5.005 -1.294 0.336 -1.81 0.31 -0.42
H -3.360 -2.193 1.084 -1.53 0.43 0.92
H -1.842 -3.124 1.602 -1.37 -0.28 -0.20
H -2.562 -3.179 -0.022 -0.21 -1.30 -1.78
H -1.739 3.610 0.847 -2.07 2.66 2.92
H -0.098 3.184 0.317 -1.80 0.38 -0.50
H -1.638 3.259 -0.848 1.03 0.35 1.33
H 3.266 0.701 0.275 0.79 1.63 -0.04
H 2.871 -0.402 1.669 0.33 0.44 -1.74
H 1.745 -0.373 -1.116 0.08 0.25 -3.43
H 1.322 -1.525 0.112 -0.37 0.24 -0.24
H 1.220 1.668 0.632 -0.97 -2.80 -0.66
H 0.483 0.341 1.696 0.44 0.24 -2.95
H -2.266 0.047 -2.185 -0.13 -0.46 1.08
H -2.615 -1.514 -1.810 -0.30 -0.32 -0.16
H -1.021 1.426 -2.111 0.50 0.25 -0.76
H 0.656 1.230 -1.673 0.33 0.14 -1.30
H -0.769 -1.269 1.227 -0.52 -1.10 -0.40
H -1.610 1.360 1.448 0.40 0.85 -0.71
H -2.374 1.390 0.079 -2.51 -0.01 -0.83
```
Positions in Å, forces in eV/Å.

ΔE to the lowest compared entry with this formula, charge and spin, kcal/mol: 0.0
Charge: +2
Maximum force, eV/Å: 9.8
Spin multiplicity: 3
Kohn-Sham gap (spin up / spin down), hartree: 0.2730 / 0.1841

No. 4
This record from OMol25 describes a cluster of 3 separate species, C8H22N7O2 in total at a distorted geometry. The level of theory is wB97M-V/def2-TZVPD.

```
39
Properties=species:S:1:pos:R:3:forces:R:3
C 0.299 -1.823 0.415 -0.28 -0.73 -1.20
C 0.430 -0.693 -0.765 -0.34 -0.72 -0.58
C 1.624 0.408 -0.551 1.13 -1.18 0.61
C 2.281 0.446 0.950 0.82 1.04 -0.01
C 1.328 1.186 2.088 1.99 -1.05 1.39
N 0.647 2.449 1.581 -3.21 -2.44 -4.09
C 0.158 2.272 0.139 1.81 -0.88 0.11
N -1.128 2.501 -0.287 0.62 0.34 0.74
N 1.171 1.833 -0.896 -2.91 0.24 2.23
H 1.156 -2.624 0.239 -1.91 1.86 0.86
H -0.718 -2.417 0.219 2.26 1.30 0.51
H 0.273 -1.409 1.508 0.16 -0.71 -2.14
H 0.696 -1.287 -1.765 -0.66 1.29 2.18
H -0.640 -0.217 -0.977 2.37 -0.63 0.55
H 2.501 0.148 -1.310 -1.89 0.72 1.69
H 2.688 -0.609 1.327 -1.35 2.31 -0.86
H 3.256 1.129 0.869 -2.18 -1.43 0.08
H 2.073 1.532 2.951 -1.68 -0.71 -1.87
H 0.568 0.451 2.606 1.30 1.51 -1.32
H -0.210 2.677 2.169 1.44 -0.25 -0.95
H -1.286 3.085 -1.144 0.09 -0.89 0.19
H -2.000 2.102 0.166 1.90 1.19 -0.12
H 0.711 1.763 -1.845 0.32 0.40 1.54
C 1.490 -5.080 2.003 0.04 -0.12 -0.45
O 1.228 -4.583 0.919 0.00 -0.08 -0.16
N 2.124 -6.260 2.127 0.59 -1.05 -0.36
N 1.169 -4.492 3.169 -0.52 1.07 0.97
H 2.349 -6.685 3.011 -0.05 0.07 -0.17
H 2.383 -6.736 1.273 -0.09 0.14 0.35
H 0.691 -3.602 3.120 0.17 -0.42 0.07
H 1.377 -4.886 4.072 -0.05 0.06 -0.17
C -3.111 3.800 -3.259 -0.36 -0.06 -0.49
O -1.990 4.088 -2.872 0.90 -0.18 0.69
N -3.410 3.627 -4.559 0.37 -0.02 -0.97
N -4.149 3.629 -2.420 -0.54 -0.20 1.27
H -4.327 3.389 -4.897 0.15 0.08 0.06
H -2.657 3.746 -5.224 -0.31 -0.02 0.18
H -3.967 3.750 -1.432 -0.25 0.09 -0.42
H -5.079 3.391 -2.720 0.14 0.07 0.05
```
Positions in Å, forces in eV/Å.

Charge: +1
Maximum force, eV/Å: 5.7
Kohn-Sham gap, hartree: 0.2969

| no. | molecular weight (g/mol) |
| --- | --- |
| 1 | 409.50 |
| 2 | 247.22 |
| 3 | 174.29 |
| 4 | 248.31 |